(1)
DFT (ωB97M-V/def2-TZVPD) results for a cluster of 9 separate species, C29H46Cl16FIO3 in total at a distorted geometry.

Last column: Mulliken charge in e.
Geometry (Å):
C1 -0.702 -2.879 -2.081  -0.682
C2 0.836 -2.600 -1.699  1.118
C3 1.217 -2.826 -0.199  0.124
C4 2.673 -2.524 0.228  -0.565
C5 3.659 -2.022 -0.852  0.734
C6 5.166 -1.661 -0.370  -0.327
C7 5.290 -0.069 -0.502  -0.052
O1 6.569 0.575 -0.180  -0.407
C8 6.178 1.973 -0.201  0.484
O2 6.798 2.957 -0.624  -0.526
O3 4.860 2.043 0.332  -0.305
C9 4.060 0.859 -0.066  0.057
I1 2.921 1.723 -1.755  0.188
C10 3.265 0.555 1.298  -0.326
C11 1.673 0.741 1.085  0.021
F1 0.916 0.430 2.295  -0.375
C12 3.322 -1.826 -2.355  -0.337
C13 1.844 -2.133 -2.782  -0.559
H1 -0.754 -3.583 -2.974  0.340
H2 -1.179 -1.856 -2.335  0.157
H3 -1.240 -3.249 -1.147  0.017
H4 0.478 -3.171 0.598  -0.941
H5 3.067 -2.648 1.296  0.282
H6 5.908 -2.202 -1.069  0.306
H7 5.388 -2.066 0.686  -0.148
H8 5.280 0.062 -1.654  0.190
H9 3.517 -0.449 1.778  0.171
H10 3.566 1.357 2.075  0.405
H11 1.256 0.089 0.243  0.024
H12 1.492 1.867 0.908  0.181
H13 4.105 -1.476 -3.112  0.355
H14 1.562 -1.968 -3.884  0.268
Cl1 0.240 4.509 -2.876  -0.149
C14 -1.406 3.833 -2.951  -0.485
C15 -1.678 2.870 -1.814  -0.123
Cl2 -0.725 1.373 -1.961  -0.066
H15 -1.532 3.354 -3.923  0.341
H16 -2.097 4.676 -2.895  0.311
H17 -2.730 2.577 -1.819  -0.113
H18 -1.454 3.319 -0.845  0.299
Cl3 -0.992 -3.762 1.757  -0.162
C16 -2.530 -4.273 2.500  -0.191
C17 -3.726 -3.866 1.663  -0.585
Cl4 -3.962 -2.100 1.646  -0.191
H19 -2.579 -3.850 3.505  0.384
H20 -2.492 -5.356 2.591  0.074
H21 -4.635 -4.302 2.078  0.354
H22 -3.627 -4.204 0.630  0.401
Cl5 -7.701 2.045 0.933  -0.193
C18 -7.459 0.499 0.083  -0.380
C19 -5.993 0.197 -0.152  -0.318
Cl6 -5.257 1.311 -1.334  -0.205
H23 -8.016 0.537 -0.855  0.268
H24 -7.901 -0.279 0.709  0.325
H25 -5.882 -0.810 -0.556  0.202
H26 -5.418 0.259 0.773  0.282
Cl7 5.475 -4.034 1.935  -0.181
C20 5.716 -5.579 1.083  -0.467
C21 7.181 -5.865 0.820  -0.437
Cl8 7.880 -4.746 -0.377  -0.171
H27 5.141 -5.548 0.156  0.283
H28 5.295 -6.360 1.719  0.399
H29 7.295 -6.872 0.415  0.314
H30 7.774 -5.796 1.734  0.304
Cl9 -5.709 -7.638 5.960  -0.179
C22 -4.828 -8.656 4.794  -0.464
C23 -3.759 -7.881 4.051  -0.459
Cl10 -4.454 -6.676 2.936  -0.203
H31 -5.556 -9.094 4.109  0.315
H32 -4.368 -9.465 5.365  0.326
H33 -3.160 -8.563 3.445  0.348
H34 -3.090 -7.359 4.738  0.321
Cl11 1.596 5.622 0.012  -0.108
C24 1.963 7.271 -0.553  -0.557
C25 0.902 8.268 -0.136  0.104
Cl12 -0.647 7.997 -0.978  -0.206
H35 2.080 7.239 -1.638  0.337
H36 2.923 7.548 -0.115  0.317
H37 1.226 9.281 -0.388  -0.167
H38 0.713 8.227 0.937  0.253
Cl13 -6.068 -3.033 -6.102  -0.189
C26 -6.779 -1.641 -5.248  -0.481
C27 -6.215 -1.478 -3.851  -0.244
Cl14 -6.725 -2.794 -2.761  -0.195
H39 -7.862 -1.770 -5.231  0.326
H40 -6.551 -0.755 -5.843  0.324
H41 -6.577 -0.547 -3.411  0.163
H42 -5.124 -1.450 -3.858  0.289
Cl15 2.402 11.288 -0.044  -0.205
C28 2.121 11.659 1.676  -0.468
C29 3.056 10.892 2.592  -0.423
Cl16 2.708 9.145 2.604  -0.153
H43 1.074 11.448 1.902  0.325
H44 2.285 12.732 1.798  0.347
H45 2.939 11.243 3.618  0.304
H46 4.099 11.025 2.302  0.307

The SMILES is Cc1ccc(C[C@@H]2OC(=O)O[C@]2(I)CCF)cc1.ClCCCl.ClCCCl.ClCCCl.ClCCCl.ClCCCl.ClCCCl.ClCCCl.ClCCCl. The total energy comes out at -9118.767693 hartree. The multiplicity is 1. The calculation puts the largest force on an atom at 5.0 eV Å⁻¹. The calculation puts the LUMO energy at 0.3 eV.

(2)
DFT (ωB97M-V/def2-TZVPD) results for a cluster of 8 separate species, C29H46F3N3O27S in total at a distorted geometry.

Last column: Mulliken charge in e.
Geometry (Å):
C1 1.925 -3.105 4.196  -0.994
C2 3.131 -2.055 3.829  1.020
N1 2.831 -0.554 3.889  -0.563
C3 1.991 -0.338 4.988  0.173
S1 0.651 0.217 5.918  -0.043
C4 4.520 -2.346 4.701  0.155
O1 4.374 -2.860 6.087  -0.147
N2 5.571 -3.383 6.476  0.116
O2 5.926 -2.651 7.395  -0.327
O3 5.401 -3.213 3.850  -0.409
C5 4.819 -3.474 2.494  0.161
O4 5.130 -4.487 1.681  -0.488
C6 3.817 -2.187 2.340  0.207
F1 4.737 -0.998 2.291  -0.398
N3 2.977 -2.009 1.097  0.619
C7 2.120 -3.215 0.781  0.417
O5 0.808 -3.122 1.133  -0.380
F2 2.611 -4.454 0.070  -0.233
C8 3.773 -1.520 -0.093  0.450
O6 3.469 -0.297 -0.595  -0.423
F3 4.885 -2.253 -0.741  -0.234
H1 1.967 -3.528 5.291  0.238
H2 0.838 -2.687 3.935  0.321
H3 2.062 -4.046 3.478  0.304
H4 4.935 -1.249 4.918  0.372
C9 -3.063 -3.301 3.856  -0.613
O7 -2.920 -2.179 4.725  -0.131
C10 -3.955 -2.005 5.586  0.647
O8 -4.950 -2.709 5.663  -0.597
O9 -3.690 -0.913 6.346  -0.261
C11 -4.701 -0.606 7.304  -0.617
H5 -2.180 -3.344 3.212  0.104
H6 -3.115 -4.231 4.431  0.334
H7 -3.947 -3.187 3.220  0.315
H8 -4.819 -1.428 8.018  0.289
H9 -5.651 -0.384 6.807  0.287
H10 -4.386 0.284 7.855  0.204
C12 -3.059 1.726 1.983  -0.491
O10 -2.191 1.471 0.880  -0.315
C13 -0.903 1.225 1.228  0.793
O11 -0.458 1.209 2.365  -0.545
O12 -0.195 1.001 0.093  -0.351
C14 1.188 0.727 0.307  -0.814
H11 -4.062 1.909 1.588  0.231
H12 -3.103 0.858 2.648  0.144
H13 -2.736 2.618 2.530  0.289
H14 1.313 -0.182 0.905  0.366
H15 1.681 1.579 0.787  0.378
H16 1.655 0.563 -0.668  0.366
C15 -10.526 -0.698 3.557  -0.609
O13 -9.771 -1.894 3.377  -0.323
C16 -9.193 -2.366 4.510  0.793
O14 -9.271 -1.860 5.619  -0.552
O15 -8.513 -3.497 4.197  -0.318
C17 -7.848 -4.108 5.301  -0.413
H17 -10.942 -0.412 2.587  0.220
H18 -11.355 -0.865 4.252  0.283
H19 -9.882 0.115 3.908  0.283
H20 -8.571 -4.412 6.066  0.306
H21 -7.098 -3.431 5.722  0.166
H22 -7.338 -5.003 4.936  0.211
C18 0.049 3.036 -1.920  -0.507
O16 0.590 2.610 -3.169  -0.322
C19 1.613 3.376 -3.625  0.753
O17 2.079 4.357 -3.066  -0.552
O18 2.028 2.862 -4.810  -0.320
C20 3.109 3.572 -5.412  -0.587
H23 -0.762 2.353 -1.652  0.184
H24 0.810 2.992 -1.135  0.184
H25 -0.366 4.046 -2.004  0.388
H26 3.992 3.549 -4.766  0.315
H27 2.817 4.603 -5.635  0.280
H28 3.358 3.074 -6.353  0.194
C21 5.483 -5.826 8.685  -0.637
O19 5.331 -7.135 9.231  -0.319
C22 5.159 -8.110 8.303  0.741
O20 5.127 -7.951 7.093  -0.543
O21 5.029 -9.293 8.955  -0.317
C23 4.840 -10.418 8.099  -0.608
H29 5.613 -5.127 9.515  0.311
H30 6.372 -5.774 8.048  0.322
H31 4.587 -5.534 8.127  0.270
H32 5.703 -10.549 7.438  0.287
H33 3.919 -10.310 7.517  0.288
H34 4.748 -11.309 8.726  0.217
C24 0.756 5.694 -9.342  -0.589
O22 1.624 5.439 -10.445  -0.251
C25 2.912 5.193 -10.097  0.752
O23 3.357 5.177 -8.960  -0.539
O24 3.620 4.969 -11.233  -0.311
C26 5.003 4.695 -11.018  -0.610
H35 -0.247 5.877 -9.737  0.148
H36 0.712 4.826 -8.677  0.302
H37 1.079 6.586 -8.796  0.310
H38 5.128 3.786 -10.420  0.285
H39 5.496 5.547 -10.538  0.287
H40 5.471 4.532 -11.993  0.218
C27 -4.891 8.178 -11.741  -0.611
O25 -4.023 7.923 -12.844  -0.313
C28 -2.735 7.677 -12.496  0.765
O26 -2.290 7.661 -11.359  -0.542
O27 -2.027 7.453 -13.632  -0.301
C29 -0.644 7.179 -13.417  -0.537
H41 -5.894 8.361 -12.136  0.220
H42 -4.936 7.310 -11.076  0.289
H43 -4.568 9.070 -11.195  0.286
H44 -0.519 6.271 -12.819  0.230
H45 -0.152 8.031 -12.938  0.274
H46 -0.177 7.016 -14.392  0.238

The SMILES is C[C@@]1(N=C=S)[C@@H](ON=O)OC(=O)[C@@]1(F)N(C(=O)F)C(=O)F.COC(=O)OC.COC(=O)OC.COC(=O)OC.COC(=O)OC.COC(=O)OC.COC(=O)OC.COC(=O)OC. The total energy comes out at -4025.719728 hartree. The multiplicity is 1. The calculation puts the largest force on an atom at 10.8 eV Å⁻¹. The calculation puts the LUMO energy at -2.0 eV.

Respective highest occupied orbital energy values: -8.31; -10.09 eV.